C34H47F3NO38PS2 | the ωB97M-V functional and the def2-TZVPD basis

Geometry (Å):
N  4.4564  -0.3164  2.8974
P  4.8839  0.0292  1.3772
O  4.4880  1.6780  0.9723
S  2.8016  1.9275  0.8664
O  2.4607  2.8031  2.0425
O  2.1637  0.3473  1.0877
S  0.6694  0.1548  0.3732
O  0.6671  -1.1168  -0.4319
O  0.2306  1.3200  -0.4554
C  -0.5155  -0.1886  1.8176
F  -0.0366  0.5684  2.8827
F  -0.3967  -1.5586  2.1680
F  -1.7961  0.1365  1.4110
H  3.8228  -1.1339  2.7845
H  4.3343  -0.8936  0.4189
H  6.3056  -0.0565  1.2648
C  8.8557  -1.1675  4.9734
C  7.6877  -0.3016  5.3326
O  7.6594  0.6497  4.2743
C  8.2787  0.0824  3.2084
O  8.2798  0.5485  2.1021
O  8.8928  -1.0779  3.5520
H  8.7228  -2.2029  5.2967
H  9.7995  -0.7865  5.3764
H  6.7431  -0.8527  5.3380
H  7.8149  0.1924  6.2965
C  -2.6114  3.9805  -0.4967
C  -2.2946  3.1075  0.6777
O  -1.6475  4.0012  1.5776
C  -2.0619  5.2592  1.2616
O  -1.8408  6.2294  1.9255
O  -2.7614  5.2693  0.0944
H  -3.5243  3.6778  -1.0061
H  -1.7978  4.0169  -1.2200
H  -3.1930  2.7102  1.1591
H  -1.6395  2.2802  0.4135
C  -0.0155  4.2133  -4.1854
C  -0.4970  3.4336  -5.3697
O  -1.4977  2.5881  -4.8131
C  -1.9429  3.1870  -3.6789
O  -2.9013  2.8242  -3.0556
O  -1.1635  4.2505  -3.3424
H  0.3061  5.2206  -4.4511
H  0.7972  3.7102  -3.6544
H  -0.9560  4.0699  -6.1316
H  0.2959  2.8454  -5.8307
C  1.8637  4.3831  -9.9967
C  1.1037  5.1933  -8.9892
O  1.5968  4.7038  -7.7484
C  2.8280  4.1737  -7.9870
O  3.5876  3.8264  -7.1334
O  3.0802  4.0923  -9.3203
H  2.0537  4.9344  -10.9183
H  1.3624  3.4427  -10.2422
H  1.3227  6.2627  -9.0596
H  0.0254  5.0470  -9.0642
C  -2.2006  -1.2151  -5.9004
C  -2.5739  -1.2935  -7.3498
O  -1.9357  -0.1471  -7.9037
C  -0.9025  0.1727  -7.0819
O  -0.0591  0.9828  -7.3399
O  -0.9473  -0.5440  -5.9283
H  -2.1039  -2.1987  -5.4415
H  -2.9079  -0.6182  -5.3170
H  -2.1791  -2.1890  -7.8365
H  -3.6524  -1.2527  -7.5060
C  -5.4430  4.3412  1.9900
C  -6.6334  4.8164  2.7668
O  -7.4607  3.6588  2.8219
C  -6.6499  2.5778  2.6610
O  -6.9976  1.4456  2.8213
O  -5.3948  2.9519  2.2952
H  -4.5213  4.8385  2.2939
H  -5.5726  4.4616  0.9107
H  -6.3763  5.1163  3.7865
H  -7.1500  5.6414  2.2753
C  9.9792  -5.4714  8.2905
C  9.7036  -4.1715  8.9851
O  9.2051  -3.3499  7.9365
C  8.7061  -4.1781  6.9806
O  8.0618  -3.8115  6.0408
O  9.0316  -5.4729  7.2296
H  9.8333  -6.3328  8.9430
H  10.9858  -5.5144  7.8653
H  8.9353  -4.2638  9.7578
H  10.6002  -3.7362  9.4277
C  0.0592  -3.1523  4.9120
C  -0.7083  -2.3509  5.9208
O  -0.2276  -2.8543  7.1599
C  1.0049  -3.3845  6.9281
O  1.7562  -3.7422  7.7837
O  1.2690  -3.4531  5.5942
H  0.2582  -2.5926  3.9997
H  -0.4423  -4.0895  4.6522
H  -0.4861  -1.2812  5.8629
H  -1.7862  -2.4935  5.8349
C  -0.2869  -6.3254  -5.9622
C  -0.5272  -4.9935  -5.3168
O  -1.0568  -4.2133  -6.3827
C  -1.5968  -5.0794  -7.2836
O  -2.2705  -4.7487  -8.2137
O  -1.2721  -6.3652  -6.9880
H  -0.4159  -7.1556  -5.2671
H  0.7035  -6.3965  -6.4204
H  -1.2682  -5.0445  -4.5136
H  0.3881  -4.5476  -4.9260
C  0.2437  -4.2241  -0.1780
C  0.2211  -4.3120  1.3094
O  0.2051  -5.7133  1.5508
C  0.7393  -6.3145  0.4501
O  1.0258  -7.4716  0.3856
O  0.9056  -5.4218  -0.5654
H  0.7874  -3.3492  -0.5305
H  -0.7605  -4.2194  -0.6122
H  1.1192  -3.8841  1.7653
H  -0.6585  -3.8333  1.7393
C  -10.9529  1.8286  2.2677
C  -11.0478  3.2371  2.7721
O  -12.0672  3.8022  1.9575
C  -12.8369  2.7739  1.5072
O  -13.8762  2.9106  0.9343
O  -12.2701  1.5707  1.7952
H  -10.6752  1.1223  3.0505
H  -10.2518  1.7282  1.4345
H  -11.3635  3.2867  3.8183
H  -10.1116  3.7840  2.6583

For the LUMO energy, the calculation gives -1.170 eV. The value obtained for the HOMO-LUMO gap is 8.48 eV. Its net charge is 0. For the energy, the calculation gives -5674.952011 Eh.